1.
238
Properties=species:S:1:pos:R:3 method="wB97M-V/def2-TZVPD" lumo_ev=0.12 spin_multiplicity=1
Zn 1.483 -29.314 -19.577
F 0.287 -28.925 -18.069
C 1.811 -24.938 -20.070
C 2.563 -26.205 -19.787
O 1.925 -27.351 -20.266
H 1.613 -24.835 -21.136
H 2.349 -24.081 -19.664
H 0.851 -24.927 -19.553
H 2.710 -26.348 -18.717
H 3.573 -26.200 -20.198
C 2.078 -29.975 -13.299
C 2.872 -30.523 -14.479
C 2.656 -32.012 -14.680
O 2.412 -29.903 -15.644
H 2.156 -28.902 -13.121
H 2.598 -30.350 -12.418
H 1.029 -30.266 -13.248
H 3.927 -30.259 -14.409
H 2.915 -32.563 -13.775
H 3.251 -32.407 -15.503
H 1.627 -32.227 -14.966
H 1.461 -30.030 -15.611
C 4.866 -28.231 -17.282
C 4.462 -29.341 -18.282
C 4.930 -30.718 -17.805
O 3.104 -29.443 -18.278
H 4.359 -28.374 -16.328
H 4.559 -27.264 -17.679
H 5.952 -28.240 -17.185
H 4.679 -29.116 -19.326
H 4.818 -30.800 -16.724
H 5.980 -30.841 -18.070
H 4.423 -31.514 -18.350
H 2.862 -29.433 -17.349
C 3.714 -19.708 -20.847
C 4.058 -20.997 -20.095
C 5.000 -21.900 -20.956
O 4.758 -20.733 -18.910
H 3.140 -20.002 -21.726
H 4.561 -19.120 -21.199
H 3.110 -19.103 -20.171
H 3.200 -21.642 -19.906
H 4.441 -22.689 -21.458
H 5.765 -22.361 -20.331
H 5.535 -21.449 -21.791
H 5.199 -19.887 -19.018
C -2.645 -29.861 -16.324
C -1.636 -29.757 -15.175
C -1.993 -30.790 -14.044
O -0.370 -30.112 -15.621
H -2.334 -29.173 -17.110
H -3.638 -29.580 -15.974
H -2.688 -30.861 -16.756
H -1.555 -28.743 -14.783
H -1.160 -30.931 -13.356
H -2.172 -31.741 -14.545
H -2.859 -30.459 -13.471
H -0.329 -29.723 -16.498
C 3.437 -25.536 -23.715
C 2.444 -26.634 -23.969
C 2.715 -27.202 -25.360
O 2.651 -27.686 -23.046
H 3.507 -24.784 -24.501
H 4.469 -25.863 -23.594
H 3.154 -25.022 -22.796
H 1.405 -26.307 -23.921
H 2.685 -26.441 -26.140
H 1.959 -27.961 -25.561
H 3.655 -27.755 -25.337
H 2.457 -27.314 -22.183
C 6.312 -24.738 -18.770
C 7.189 -24.445 -17.541
C 7.913 -23.117 -17.762
O 6.380 -24.315 -16.398
H 5.987 -25.776 -18.833
H 6.923 -24.516 -19.644
H 5.428 -24.107 -18.861
H 7.929 -25.241 -17.452
H 8.525 -23.249 -18.655
H 8.543 -22.868 -16.908
H 7.321 -22.219 -17.937
H 6.022 -23.424 -16.390
C -0.683 -21.671 -24.690
C -0.092 -21.881 -23.315
C 1.393 -21.551 -23.134
O -0.898 -21.037 -22.518
H -1.684 -22.091 -24.780
H 0.012 -21.983 -25.469
H -0.853 -20.603 -24.825
H -0.185 -22.902 -22.945
H 1.592 -20.518 -23.420
H 1.964 -22.256 -23.739
H 1.623 -21.670 -22.075
H -1.752 -21.426 -22.717
C 3.234 -30.830 -23.463
C 3.474 -30.889 -21.954
C 4.952 -30.717 -21.573
O 2.702 -29.955 -21.297
H 2.244 -31.240 -23.662
H 3.914 -31.498 -23.992
H 3.442 -29.878 -23.951
H 3.174 -31.857 -21.553
H 5.094 -30.657 -20.494
H 5.305 -29.767 -21.973
H 5.623 -31.477 -21.973
H 2.753 -29.168 -21.845
C 7.483 -26.580 -23.215
C 7.491 -28.152 -23.341
C 6.500 -28.793 -24.286
O 8.761 -28.599 -23.785
H 7.552 -26.127 -24.204
H 8.378 -26.266 -22.678
H 6.687 -26.168 -22.595
H 7.326 -28.643 -22.383
H 6.764 -29.803 -24.600
H 6.526 -28.204 -25.202
H 5.462 -28.814 -23.952
H 8.960 -28.077 -24.566
C -0.612 -27.495 -27.118
C -0.950 -25.990 -27.117
C -0.196 -25.123 -26.123
O -0.791 -25.531 -28.443
H 0.386 -27.619 -27.539
H -1.307 -27.992 -27.794
H -0.691 -27.959 -26.135
H -2.010 -25.966 -26.864
H -0.154 -25.520 -25.108
H -0.540 -24.090 -26.072
H 0.846 -25.080 -26.442
H 0.090 -25.801 -28.713
C 10.462 -28.925 -20.618
C 10.025 -28.213 -19.334
C 8.601 -27.717 -19.450
O 10.049 -29.223 -18.330
H 11.457 -29.368 -20.620
H 10.338 -28.306 -21.507
H 9.893 -29.838 -20.794
H 10.669 -27.367 -19.097
H 7.883 -28.413 -19.884
H 8.609 -26.886 -20.155
H 8.186 -27.459 -18.476
H 9.398 -28.960 -17.675
C -1.961 -30.880 -21.303
C -0.562 -30.564 -21.822
C -0.643 -30.033 -23.241
O -0.042 -29.538 -21.056
H -1.956 -31.210 -20.264
H -2.387 -31.701 -21.880
H -2.691 -30.083 -21.449
H 0.070 -31.451 -21.842
H 0.312 -29.700 -23.647
H -1.278 -29.149 -23.292
H -1.065 -30.793 -23.898
H -0.488 -28.765 -21.410
C -6.132 -27.010 -16.274
C -4.702 -26.724 -16.868
C -4.572 -25.271 -17.262
O -3.809 -27.034 -15.863
H -6.940 -26.667 -16.921
H -6.229 -26.314 -15.441
H -6.240 -28.057 -15.989
H -4.566 -27.336 -17.759
H -3.611 -25.195 -17.772
H -4.532 -24.663 -16.358
H -5.262 -24.879 -18.008
H -2.918 -27.020 -16.220
C -1.019 -24.785 -15.964
C -0.311 -25.952 -16.576
C 0.842 -26.289 -15.709
O -1.230 -26.985 -16.779
H -0.388 -23.897 -15.981
H -1.316 -24.907 -14.922
H -1.942 -24.492 -16.464
H 0.070 -25.636 -17.548
H 1.494 -27.058 -16.123
H 0.417 -26.802 -14.846
H 1.382 -25.420 -15.331
H -0.705 -27.724 -17.096
C 6.280 -24.770 -12.927
C 6.464 -26.178 -13.407
C 5.106 -26.888 -13.508
O 7.163 -26.159 -14.661
H 5.850 -24.774 -11.925
H 5.645 -24.208 -13.612
H 7.193 -24.180 -12.842
H 7.072 -26.757 -12.712
H 5.248 -27.954 -13.684
H 4.480 -26.562 -14.339
H 4.575 -26.797 -12.560
H 6.745 -25.490 -15.208
C -0.202 -32.755 -18.253
C 1.264 -32.341 -18.128
C 2.248 -33.475 -18.148
O 1.437 -31.569 -19.320
H -0.892 -31.915 -18.171
H -0.471 -33.433 -17.443
H -0.470 -33.334 -19.136
H 1.347 -31.803 -17.184
H 3.244 -33.124 -17.879
H 2.291 -34.044 -19.077
H 2.017 -34.190 -17.359
H 1.464 -32.221 -20.024
C -2.003 -26.799 -19.996
C -1.927 -26.628 -21.517
C -2.107 -25.170 -21.935
O -0.669 -27.092 -21.979
H -2.117 -27.812 -19.609
H -2.792 -26.225 -19.510
H -1.080 -26.382 -19.594
H -2.730 -27.193 -21.990
H -1.213 -24.587 -21.711
H -2.991 -24.827 -21.398
H -2.199 -25.017 -23.010
H 0.013 -26.842 -21.352
C 0.168 -20.495 -17.630
C 0.054 -21.008 -19.041
C -0.718 -22.268 -19.221
O -0.578 -19.999 -19.815
H 0.596 -21.264 -16.987
H -0.807 -20.186 -17.253
H 0.792 -19.606 -17.535
H 1.025 -21.011 -19.537
H -0.647 -22.653 -20.238
H -1.784 -22.254 -18.995
H -0.270 -23.042 -18.598
H -0.570 -20.276 -20.734
C 3.139 -21.006 -15.583
C 3.959 -22.288 -15.605
C 3.210 -23.424 -16.322
O 5.114 -21.950 -16.369
H 2.198 -21.089 -15.040
H 2.852 -20.712 -16.592
H 3.775 -20.229 -15.158
H 4.163 -22.531 -14.562
H 2.131 -23.365 -16.175
H 3.438 -24.462 -16.079
H 3.335 -23.356 -17.403
H 4.787 -21.545 -17.176



2.
18
Properties=species:S:1:pos:R:3 method="wB97M-V/def2-TZVPD" smiles=C[NH+](C)[C@@H]1[C@H]2CN21 relative_energy_kj_mol=380.10 lumo_ev=-3.03 spin_multiplicity=1 charge=+1
C -1.571 -0.121 0.894
N -0.175 0.187 0.636
C 0.670 -0.304 1.672
C 0.147 -0.179 -0.806
C 1.266 0.589 -1.564
C 0.451 0.584 -2.814
N -0.153 0.967 -1.624
H -1.515 -1.236 1.019
H -2.132 0.274 1.764
H -2.131 -0.049 -0.051
H 0.030 1.254 0.674
H 0.691 -1.363 1.963
H 1.795 -0.119 1.502
H 0.399 0.274 2.599
H -0.206 -1.225 -1.144
H 1.970 1.350 -1.363
H 0.643 1.346 -3.509
H 0.117 -0.291 -3.423



3.
78
Properties=species:S:1:pos:R:3 method="wB97M-V/def2-TZVPD" relative_energy_kj_mol=827.98 lumo_ev=-5.48 spin_multiplicity=1
C 6.168 1.537 -1.223
C 6.172 3.183 -1.250
C 4.856 3.860 -1.955
S 3.354 2.739 -2.041
C 1.801 3.782 -2.289
C 1.191 4.425 -0.904
C -0.481 4.448 -0.930
C -0.894 5.033 -2.402
C -0.951 2.910 -0.625
C -2.446 2.507 -1.154
C -2.430 0.859 -1.440
C -1.454 0.249 -2.430
C -0.276 -0.786 -1.852
C -1.474 0.596 -4.039
O 3.501 1.866 -3.530
C 3.594 0.406 -3.254
N 4.017 -0.827 -3.170
H 6.319 1.080 -2.313
H 5.262 1.066 -0.645
H 7.141 1.220 -0.611
H 7.107 3.496 -1.919
H 6.419 3.622 -0.168
H 5.083 4.312 -3.037
H 4.536 4.797 -1.299
H 2.069 4.651 -3.026
H 1.033 3.071 -2.863
H 1.635 5.500 -0.663
H 1.473 3.682 -0.020
H -0.790 5.234 -0.109
H -0.762 4.260 -3.291
H -2.061 5.272 -2.370
H -0.376 6.079 -2.637
H -0.085 2.199 -0.982
H -0.979 2.801 0.564
H -2.772 2.991 -2.168
H -3.314 2.681 -0.388
H -3.199 0.142 -0.922
H 0.070 -0.367 -0.790
H -0.641 -1.894 -1.762
H 0.689 -0.665 -2.545
H -1.557 -0.398 -4.651
H -0.463 1.190 -4.261
H -2.360 1.362 -4.252
Cl -4.895 -0.533 0.011
C -4.968 -2.233 0.316
C -5.445 -2.760 1.522
Cl -6.016 -1.760 2.810
C -5.471 -4.145 1.713
C -5.027 -5.002 0.704
C -4.557 -4.477 -0.499
C -4.527 -3.095 -0.693
H -5.838 -4.564 2.647
H -5.048 -6.078 0.857
H -4.213 -5.144 -1.287
H -4.158 -2.695 -1.634
C -2.143 -3.691 2.922
C -1.445 -4.314 3.956
C -0.120 -4.705 3.768
C 0.512 -4.463 2.548
C -0.185 -3.836 1.515
C -1.513 -3.454 1.700
H -3.177 -3.390 3.068
H -1.935 -4.496 4.909
H 0.421 -5.196 4.572
H 1.546 -4.763 2.403
H 0.308 -3.647 0.564
H -2.058 -2.971 0.893
Br 2.184 -2.783 3.295
F -2.916 -1.663 3.617
Be 1.884 6.450 -3.783
C 3.401 -3.120 6.957
O 3.968 -4.156 7.555
H 2.875 -3.310 6.006
H 2.619 -2.578 7.517
H 4.058 -2.284 6.663
Be 2.784 0.050 -1.201
Br -4.416 -4.485 4.148
F -0.216 5.115 1.561



4.
13
Properties=species:S:1:pos:R:3 method="wB97M-V/def2-TZVPD" relative_energy_kj_mol=6.88 lumo_ev="0.54 / -3.95" spin_multiplicity=2
I -1.656 0.670 2.598
C 0.097 2.519 -0.788
O 0.634 1.330 -0.208
H -0.233 3.200 -0.003
H 0.908 3.008 -1.328
H -0.733 2.341 -1.472
H -0.094 1.014 0.332
C 0.298 -2.504 -0.132
O -0.188 -2.580 1.219
H 0.430 -3.435 -0.682
H -0.284 -1.882 -0.812
H 1.243 -1.977 -0.263
H -0.421 -1.706 1.539



5.
78
Properties=species:S:1:pos:R:3 method="wB97M-V/def2-TZVPD" lumo_ev=-4.60 spin_multiplicity=1 charge=+1
C -2.322 -2.690 5.031
C -2.799 -1.249 4.975
P -1.891 -0.119 3.732
C -0.024 -0.503 3.836
C 0.918 0.573 3.035
F 2.290 0.460 3.639
C -2.349 1.731 3.829
C -1.755 2.532 5.130
C -2.698 2.481 6.470
F -0.382 2.149 5.533
C -2.458 -0.716 1.966
O -3.701 -1.196 1.777
N -1.552 -0.621 0.758
C -1.510 0.771 0.163
O -0.550 1.691 0.396
F -2.573 1.198 -0.819
H -2.896 -3.552 5.576
H -1.312 -3.001 4.477
H -3.699 -0.910 5.645
H 0.278 -0.413 4.987
H 0.194 -1.607 3.512
H 1.037 0.152 1.925
H 0.502 1.678 3.047
H -3.538 1.801 3.912
H -2.077 2.281 2.809
H -1.696 3.681 4.811
H -3.712 3.025 6.220
H -2.824 1.405 6.915
H -2.160 3.176 7.279
H -1.962 -1.233 0.000
Cl -2.375 -1.314 -2.340
C -2.327 -2.970 -2.995
C -3.701 -3.619 -3.018
Cl -4.312 -3.961 -1.380
H -1.617 -3.550 -2.397
H -1.934 -2.896 -4.013
H -3.651 -4.578 -3.543
H -4.436 -2.989 -3.529
Cl 1.701 1.508 -3.323
C 1.554 2.505 -1.854
C 2.465 3.722 -1.892
Cl 4.187 3.276 -1.782
H 1.767 1.869 -0.989
H 0.510 2.825 -1.793
H 2.252 4.373 -1.039
H 2.323 4.304 -2.808
Cl -2.185 -6.737 3.534
C -0.497 -6.902 2.987
C 0.465 -6.095 3.843
Cl 0.250 -4.340 3.625
H -0.450 -6.603 1.936
H -0.248 -7.965 3.050
H 1.497 -6.324 3.559
H 0.347 -6.322 4.907
Cl 1.136 6.682 -2.982
C 2.519 7.504 -2.218
C 3.552 7.958 -3.237
Cl 4.399 6.586 -3.994
H 2.954 6.823 -1.480
H 2.117 8.371 -1.686
H 4.316 8.569 -2.746
H 3.098 8.557 -4.033
Cl 5.160 7.377 -7.317
C 4.346 5.846 -7.725
C 4.170 5.671 -9.225
Cl 2.996 6.827 -9.904
H 3.385 5.823 -7.201
H 4.970 5.041 -7.328
H 3.787 4.669 -9.440
H 5.116 5.796 -9.760
Cl 0.621 -7.041 0.041
C -0.194 -8.571 -0.367
C -0.370 -8.746 -1.867
Cl -1.544 -7.591 -2.546
H -1.154 -8.595 0.157
H 0.431 -9.377 0.030
H -0.752 -9.749 -2.082
H 0.577 -8.622 -2.402



6.
68
Properties=species:S:1:pos:R:3 method="wB97M-V/def2-TZVPD" relative_energy_kj_mol=226.94 lumo_ev=-0.70 spin_multiplicity=1
Mg 0.229 0.390 0.154
C -0.712 0.262 3.317
C -0.455 -0.867 2.372
N -1.267 -1.031 1.383
N -1.228 -2.270 0.736
C -0.898 -2.368 -0.497
S -0.258 -1.146 -1.591
S -1.089 -4.017 -1.190
C 0.254 -4.872 -0.274
C 1.496 -5.053 -1.103
C 1.661 -6.176 -1.909
C 2.795 -6.323 -2.698
C 3.780 -5.342 -2.689
C 3.622 -4.218 -1.888
C 2.486 -4.075 -1.101
C 0.792 -1.662 2.564
C 0.894 -2.796 3.358
C 2.107 -3.463 3.472
C 3.216 -2.965 2.790
C 3.124 -1.831 1.999
C 1.905 -1.162 1.851
O 1.781 -0.095 1.064
H -1.656 0.747 3.087
H 0.108 0.985 3.295
H -0.753 -0.142 4.331
H -0.152 -5.829 0.049
H 0.445 -4.270 0.613
H 0.892 -6.943 -1.919
H 2.909 -7.203 -3.321
H 4.667 -5.455 -3.302
H 4.384 -3.447 -1.875
H 2.360 -3.194 -0.481
H 0.018 -3.162 3.882
H 2.189 -4.351 4.083
H 4.169 -3.478 2.870
H 3.986 -1.449 1.466
C -2.621 1.766 -0.427
P -1.340 2.645 0.569
C -0.827 4.025 -0.540
C -2.401 3.518 1.774
C -3.492 4.267 1.331
C -4.300 4.935 2.238
C -4.026 4.870 3.601
C -2.933 4.147 4.050
C -2.123 3.476 3.139
H -3.340 2.462 -0.860
H -3.134 1.067 0.233
H -2.171 1.171 -1.224
H -1.579 4.227 -1.305
H 0.115 3.798 -1.031
H -0.689 4.921 0.065
H -3.715 4.340 0.272
H -5.146 5.508 1.882
H -4.661 5.391 4.307
H -2.705 4.105 5.107
H -1.260 2.932 3.495
N -0.091 4.923 -6.859
C 0.068 4.237 -5.951
C 0.266 3.380 -4.795
C -0.649 2.384 -4.495
C -0.423 1.599 -3.375
N 0.623 1.771 -2.563
C 1.507 2.722 -2.882
C 1.377 3.549 -3.982
H -1.516 2.220 -5.120
H -1.095 0.786 -3.127
H 2.361 2.829 -2.222
H 2.120 4.303 -4.203



no.,electronic energy (eV),molar mass (g mol⁻¹)
1,-155815.9514,1271.27
2,-8333.1796,99.16
3,-216385.1385,728.42
4,-14397.3882,190.99
5,-195676.1030,849.94
6,-75993.9628,581.00